C28H31Br51F7N3O4P2 | the ωB97M-V functional and the def2-TZVPD basis

Positions of all 126 atoms, in Å:
C1 -3.796 4.364 3.504
C2 -3.399 2.897 3.692
C3 -2.090 2.586 2.937
C4 -2.150 1.148 2.443
O1 -1.028 0.691 1.672
C5 -0.823 1.217 0.412
N1 -1.965 1.861 -0.183
C6 0.212 2.323 0.530
N2 0.910 3.157 0.678
C7 -0.182 0.103 -0.540
C8 -1.317 -0.617 -1.150
N3 -2.231 -1.096 -1.584
P1 0.803 0.882 -1.992
P2 0.279 -0.148 -3.870
O2 1.244 0.259 -4.901
O3 0.248 -1.704 -3.637
O4 -1.222 0.232 -4.282
C9 0.670 -1.019 0.146
F1 -0.118 -1.713 1.029
F2 1.010 -1.911 -0.864
C10 1.995 -0.697 0.910
F3 1.764 0.127 1.976
F4 2.404 -1.913 1.427
C11 3.238 -0.141 0.130
F5 3.206 1.201 0.041
F6 3.384 -0.688 -1.096
F7 4.342 -0.476 0.857
H1 -4.724 4.572 4.041
H2 -3.978 4.584 2.448
H3 -3.010 5.039 3.854
H4 -3.281 2.727 4.765
H5 -4.222 2.291 3.301
H6 -1.231 2.717 3.603
H7 -2.014 3.275 2.094
H8 -3.105 0.962 1.940
H9 -2.166 0.496 3.322
H10 -2.798 1.284 -0.148
H11 -1.798 2.164 -1.132
H12 0.241 2.151 -2.221
H13 1.109 -2.107 -3.837
H14 -1.397 1.125 -3.947
C12 0.943 -5.755 -1.699
Br1 1.213 -5.095 -3.487
Br2 1.509 -7.584 -1.505
Br3 1.769 -4.577 -0.436
H15 -0.120 -5.730 -1.509
C13 0.189 1.396 6.832
Br4 -1.592 0.844 6.373
Br5 1.414 1.165 5.374
Br6 0.201 3.203 7.493
H16 0.526 0.760 7.637
C14 1.978 3.315 -8.561
Br7 3.423 2.716 -9.678
Br8 1.807 5.231 -8.583
Br9 0.325 2.455 -9.034
H17 2.212 3.025 -7.548
C15 2.751 -4.794 -7.078
Br10 0.949 -4.915 -7.724
Br11 4.045 -5.055 -8.472
Br12 3.017 -3.139 -6.133
H18 2.890 -5.589 -6.360
C16 -0.278 -1.549 -10.137
Br13 -1.392 -1.912 -8.611
Br14 1.576 -1.376 -9.681
Br15 -0.551 -2.863 -11.510
H19 -0.586 -0.597 -10.546
C17 1.185 0.529 10.989
Br16 -0.581 -0.017 10.458
Br17 2.447 0.259 9.566
Br18 1.209 2.349 11.606
H20 1.487 -0.098 11.815
C18 0.859 -10.768 1.288
Br19 -1.030 -11.080 1.450
Br20 1.523 -9.672 2.721
Br21 1.841 -12.415 1.144
H21 1.015 -10.221 0.370
C19 4.529 5.336 1.783
Br22 3.275 5.717 3.185
Br23 4.694 3.442 1.513
Br24 4.098 6.272 0.161
H22 5.494 5.695 2.111
C20 -3.151 -5.322 -8.963
Br25 -4.839 -5.605 -9.836
Br26 -3.304 -5.436 -7.050
Br27 -1.794 -6.505 -9.634
H23 -2.834 -4.315 -9.196
C21 -5.440 3.762 7.503
Br28 -6.485 3.886 5.898
Br29 -5.842 2.156 8.479
Br30 -3.562 3.933 7.135
H24 -5.712 4.595 8.135
C22 4.741 4.506 7.015
Br31 3.807 3.965 8.603
Br32 6.527 5.109 7.398
Br33 4.724 3.116 5.692
H25 4.205 5.347 6.599
C23 3.191 10.502 -1.027
Br34 2.203 10.056 0.561
Br35 4.968 11.101 -0.606
Br36 3.206 9.043 -2.282
H26 2.679 11.323 -1.504
C24 0.689 -0.474 -14.959
Br37 -0.952 -0.960 -15.833
Br38 0.369 0.539 -13.351
Br39 1.794 -2.008 -14.621
H27 1.233 0.171 -15.632
C25 1.027 -12.638 5.357
Br40 -0.862 -12.950 5.519
Br41 1.690 -11.541 6.789
Br42 2.008 -14.285 5.213
H28 1.184 -12.091 4.438
C26 -10.784 3.718 6.231
Br43 -10.728 4.050 4.338
Br44 -10.036 2.003 6.672
Br45 -9.936 5.132 7.218
H29 -11.823 3.700 6.524
C27 -4.514 -9.809 -0.185
Br46 -5.034 -9.642 1.658
Br47 -6.029 -9.754 -1.365
Br48 -3.191 -8.501 -0.665
H30 -4.056 -10.780 -0.299
C28 7.570 9.893 2.470
Br49 8.240 10.753 0.882
Br50 7.004 11.176 3.783
Br51 6.177 8.635 2.060
H31 8.390 9.337 2.898

As for the gap between HOMO and LUMO: 0.35822 Eh. Its charge is 0.